A molecular structure, CHNO3S. Source: the Open Molecules 2025 dataset; level of theory: ωB97M-V with the def2-TZVPD basis set.

Calculated values
Energy relative to the best compared isomer or geometry (same formula, charge and spin)   169.6 kcal/mol
E   -717.0968 a.u.
LUMO level (alpha / beta)   -3.43 / -3.43 eV

```
! wB97M-V def2-TZVPD RIJCOSX def2/J DEFGRID3
* xyz 0 1
C 0.789 0.971 -0.469
N 1.666 1.269 0.208
O 2.811 1.539 0.594
O 2.771 -1.086 0.488
O 4.136 -0.125 -1.134
S 3.969 -0.262 0.299
H -0.978 0.396 -0.613
*
```

Mulliken population analysis, charges in e, atoms 1 to 4:
1 C -0.139
2 N 0.444
3 O -0.555
4 O -0.498